DFT (ωB97M-V/def2-TZVPD) results for a structure of composition C13H27CoFO14P in a non-equilibrium geometry.

Calculated values
multiplicity = 4
E_LUMO (alpha / beta) = 5.67 / 5.67 eV
HOMO (alpha / beta) = 3.915 / 3.912 eV
⟨S²⟩ = 3.758
net charge = -3

Element x y z (Å)
C (-4.90, 5.27, 29.36)
H (-7.91, -3.47, 26.67)
H (-7.11, 12.69, 23.01)
H (-5.75, 11.96, 24.90)
O (-4.88, 8.70, 28.66)
C (-7.20, 9.23, 24.13)
O (-4.88, 6.96, 27.23)
H (-6.15, 10.98, 28.50)
C (-8.60, 7.35, 24.05)
P (-4.96, 5.11, 23.51)
H (-5.30, -1.96, 26.89)
C (-5.10, 11.01, 28.23)
H (-6.34, -4.39, 26.71)
C (-4.79, 9.63, 27.61)
H (-7.92, 6.58, 24.44)
H (-4.52, 11.11, 29.15)
O (-4.62, 6.05, 22.36)
H (-5.22, 10.54, 23.95)
H (-4.98, 11.80, 27.49)
C (-8.58, 6.35, 27.51)
O (-7.18, 10.53, 24.50)
H (-8.27, 7.40, 27.36)
O (-7.66, 0.97, 26.77)
C (-6.28, 12.01, 22.83)
H (-3.84, 9.77, 27.09)
O (-6.44, 4.79, 23.99)
Co (-5.98, 5.26, 25.87)
O (-4.83, 6.69, 29.46)
O (-8.37, 8.72, 24.48)
O (-4.63, 6.09, 24.72)
C (-6.03, 11.26, 24.11)
H (-4.00, 4.85, 28.89)
H (-8.43, 2.83, 26.82)
C (-6.86, -3.48, 26.98)
C (-6.27, -2.18, 26.44)
H (-6.88, -3.41, 28.07)
O (-7.68, 5.43, 27.05)
H (-6.88, 2.79, 26.07)
H (-9.60, 6.21, 27.10)
H (-8.50, 7.41, 22.97)
H (-6.52, 11.34, 22.01)
F (-4.69, 3.84, 26.76)
H (-5.57, 9.40, 26.88)
C (-4.83, 7.39, 28.33)
O (-5.49, 0.45, 26.56)
H (-9.59, 7.06, 24.39)
H (-5.72, 4.87, 28.77)
H (-4.89, 4.93, 30.40)
O (-4.04, 3.88, 23.47)
H (-6.93, 2.72, 27.79)
H (-5.36, 12.47, 22.46)
O (-6.27, 8.64, 23.69)
O (-7.15, -1.10, 26.56)
C (-7.45, 2.37, 26.90)
H (-6.02, -2.33, 25.39)
C (-6.64, 0.14, 26.59)
H (-8.71, 6.37, 28.62)

***

DFT (ωB97M-V/def2-TZVPD) results for a cluster of 3 separate species, C13H27FO5P in total in a non-equilibrium geometry.

Calculated values
multiplicity = 1
E_LUMO = 2.77 eV
HOMO = -2.138 eV
net charge = -1

Element x y z (Å)
C (0.24, -3.36, -0.16)
C (-2.44, -1.41, 0.10)
C (-5.13, -0.12, -2.82)
H (-7.63, 2.08, -2.75)
H (-7.03, 0.85, -0.76)
C (5.70, 1.76, 2.41)
H (-5.09, -1.21, -2.87)
O (-1.62, -1.82, -1.05)
H (-4.22, 0.29, -3.27)
C (-0.88, 0.61, 1.18)
H (1.02, -4.03, -0.71)
H (-6.24, 0.61, -4.55)
H (-2.42, -0.68, 2.26)
C (6.95, 0.79, 0.69)
F (-0.63, 0.89, -0.29)
H (-5.94, 2.50, -3.07)
H (8.77, 1.91, 1.14)
H (5.28, 1.33, 3.32)
H (-0.04, -3.75, 0.93)
C (7.69, 2.02, 1.18)
H (-0.92, -1.70, 1.77)
H (7.48, -0.12, 0.97)
H (5.07, 2.60, 2.10)
H (-3.26, -0.61, -0.22)
H (2.98, 0.46, 0.95)
C (-1.21, -3.23, -0.97)
H (0.61, -2.24, -0.01)
O (-5.17, 0.30, -1.45)
H (1.84, -1.40, 2.43)
H (7.40, 2.89, 0.57)
H (-7.22, -0.24, -3.34)
H (7.66, 1.50, 3.25)
H (-3.06, -2.35, 0.48)
O (5.68, 0.78, 1.36)
P (0.90, 0.65, 1.93)
H (-5.81, 2.14, -0.72)
C (-6.37, 0.44, -3.48)
H (-0.96, -3.58, -2.09)
H (-2.03, -3.96, -0.56)
O (2.08, 0.83, 0.65)
C (-6.61, 1.71, -2.70)
H (7.25, 3.20, 2.97)
O (1.22, -0.75, 2.92)
C (-6.19, 1.30, -1.30)
H (6.80, 0.80, -0.39)
C (7.14, 2.18, 2.57)
C (-1.61, -0.84, 1.39)

***

DFT (ωB97M-V/def2-TZVPD) results for a structure of composition C13H27N5O2SW in a non-equilibrium geometry.

Calculated values
multiplicity = 3
E_LUMO (alpha / beta) = -13.66 / -15.86 eV
HOMO (alpha / beta) = -21.104 / -20.645 eV
⟨S²⟩ = 2.270
net charge = +4

Element x y z (Å)
C (3.84, 2.98, 0.19)
H (-2.42, -2.82, -0.62)
C (1.58, 3.42, 0.89)
H (-1.62, 0.37, -3.61)
H (0.82, 4.03, 1.36)
W (-0.02, 0.40, 0.14)
H (-2.55, 0.38, -2.12)
H (-3.65, -1.31, 1.00)
H (3.03, -0.66, 2.58)
H (-1.04, 2.09, -1.93)
H (-1.84, -1.92, -2.65)
H (-2.74, 1.09, 0.63)
H (2.17, 6.45, 1.51)
C (-2.93, -0.93, 0.28)
H (-0.67, 0.66, 3.86)
N (1.19, 2.25, 0.38)
H (4.11, 1.12, -0.89)
O (2.92, 8.04, 3.08)
C (2.09, 1.44, -0.21)
C (2.21, -1.36, 2.43)
N (-0.78, -1.45, -0.83)
C (2.92, 3.81, 0.85)
H (-0.07, -2.19, -0.82)
H (-3.50, -0.64, -0.60)
N (-0.60, 1.16, -1.90)
N (3.06, 6.13, 1.88)
H (2.13, -2.01, 3.30)
H (3.32, 8.80, 3.55)
H (4.62, 7.52, 2.03)
H (4.35, 6.57, 3.46)
C (-1.92, -2.02, -0.06)
H (2.40, -1.98, 1.55)
S (0.68, -0.45, 2.21)
C (0.17, -0.03, 3.89)
C (-1.08, -1.22, -2.28)
H (0.21, 1.22, -2.53)
O (4.63, 4.56, 2.24)
C (3.60, 4.88, 1.70)
H (1.01, 0.43, 4.40)
C (3.78, 7.10, 2.65)
H (4.89, 3.24, 0.14)
H (1.71, 0.40, -0.56)
C (-1.55, 0.20, -2.53)
C (3.42, 1.78, -0.38)
H (-2.22, 0.15, 1.85)
H (-0.12, -0.94, 4.42)
N (-2.18, 0.25, 0.83)
H (-1.52, -2.46, 0.87)
H (-0.17, -1.42, -2.87)

***

Repeat the second record exactly.
DFT (ωB97M-V/def2-TZVPD) results for a cluster of 3 separate species, C13H27FO5P in total in a non-equilibrium geometry.

Calculated values
multiplicity = 1
E_LUMO = 2.77 eV
HOMO = -2.138 eV
net charge = -1

Element x y z (Å)
C (0.24, -3.36, -0.16)
C (-2.44, -1.41, 0.10)
C (-5.13, -0.12, -2.82)
H (-7.63, 2.08, -2.75)
H (-7.03, 0.85, -0.76)
C (5.70, 1.76, 2.41)
H (-5.09, -1.21, -2.87)
O (-1.62, -1.82, -1.05)
H (-4.22, 0.29, -3.27)
C (-0.88, 0.61, 1.18)
H (1.02, -4.03, -0.71)
H (-6.24, 0.61, -4.55)
H (-2.42, -0.68, 2.26)
C (6.95, 0.79, 0.69)
F (-0.63, 0.89, -0.29)
H (-5.94, 2.50, -3.07)
H (8.77, 1.91, 1.14)
H (5.28, 1.33, 3.32)
H (-0.04, -3.75, 0.93)
C (7.69, 2.02, 1.18)
H (-0.92, -1.70, 1.77)
H (7.48, -0.12, 0.97)
H (5.07, 2.60, 2.10)
H (-3.26, -0.61, -0.22)
H (2.98, 0.46, 0.95)
C (-1.21, -3.23, -0.97)
H (0.61, -2.24, -0.01)
O (-5.17, 0.30, -1.45)
H (1.84, -1.40, 2.43)
H (7.40, 2.89, 0.57)
H (-7.22, -0.24, -3.34)
H (7.66, 1.50, 3.25)
H (-3.06, -2.35, 0.48)
O (5.68, 0.78, 1.36)
P (0.90, 0.65, 1.93)
H (-5.81, 2.14, -0.72)
C (-6.37, 0.44, -3.48)
H (-0.96, -3.58, -2.09)
H (-2.03, -3.96, -0.56)
O (2.08, 0.83, 0.65)
C (-6.61, 1.71, -2.70)
H (7.25, 3.20, 2.97)
O (1.22, -0.75, 2.92)
C (-6.19, 1.30, -1.30)
H (6.80, 0.80, -0.39)
C (7.14, 2.18, 2.57)
C (-1.61, -0.84, 1.39)